This record from the Open Molecules 2025 dataset describes an isolated molecule of C9H15NO2S. The level of theory is wB97M-V/def2-TZVPD.

2S+1 = 1
Lowest unoccupied orbital energy = 0.3 eV
Energy = -25994.165 eV
ΔE to the lowest compared entry with this formula, charge and spin = 55.2 kcal/mol
SMILES string = C/C(C(O)=S)=C(/O)[C@@]1(C)CCCN1
Frontier orbital gap = 8.19 eV

Cartesian coordinates (Å):
C1 1.965 0.236 -0.079
C2 0.956 -0.577 0.398
C3 3.311 -0.178 -0.117
C4 -2.360 0.072 -1.184
C5 -1.045 0.739 -0.801
C6 -2.275 -1.356 -0.768
C7 -0.748 -0.057 0.469
C8 1.782 1.682 -0.447
C9 -0.797 0.633 1.840
N1 -1.486 -1.335 0.439
O1 3.625 -1.479 -0.207
O2 1.002 -1.889 0.663
S1 4.637 0.846 -0.021
H1 -3.275 0.469 -0.663
H2 -2.691 0.333 -2.246
H3 -0.288 0.571 -1.527
H4 -1.241 1.706 -0.662
H5 -3.197 -1.806 -0.614
H6 -1.694 -1.887 -1.529
H7 1.010 2.191 0.177
H8 2.715 2.233 -0.313
H9 1.422 1.646 -1.501
H10 0.197 0.389 2.375
H11 -1.713 0.338 2.373
H12 -0.682 1.717 1.709
H13 -2.076 -1.350 1.290
H14 0.149 -1.915 1.123
H15 2.797 -1.970 -0.178

Just the Löwdin charges please, in e? Sure, here they are: number 1, C, carries -0.28; number 2, C, carries -0.14; number 3, C, carries -0.80; number 4, C, carries -0.18; number 5, C, carries -0.12; number 6, C, carries -0.21; number 7, C, carries -0.37; number 8, C, carries -0.09; number 9, C, carries -0.01; number 10, N, carries -0.02; number 11, O, carries 0.01; number 12, O, carries 0.06; number 13, S, carries 0.69; number 14, H, carries 0.13; number 15, H, carries 0.14; number 16, H, carries 0.10; number 17, H, carries 0.08; number 18, H, carries 0.10; number 19, H, carries 0.13; number 20, H, carries 0.08; number 21, H, carries 0.01; number 22, H, carries 0.09; number 23, H, carries 0.12; number 24, H, carries 0.08; number 25, H, carries 0.08; number 26, H, carries 0.13; number 27, H, carries 0.09; number 28, H, carries 0.08